Entry 1:
{
  "formula": "CH3P",
  "method": "the ωB97M-V functional and the def2-TZVPD basis",
  "orbital_gap_ev": [8.331, 9.309],
  "homo_ev": [-8.236, -10.015],
  "largest_force_ev_per_a": 1.084,
  "species": ["C", "H", "H", "P", "H"],
  "xyz": [[0.4248, 0.2875, -0.8426], [-1.5840, -0.7382, 3.1737], [1.0201, 1.1606, -0.6544], [0.0555, -0.9322, 0.1682], [0.0837, 0.2224, -1.8449]],
  "forces_ev_per_a": [[0.171, -0.056, 0.199], [0.004, 0.009, 0.011], [0.229, 0.325, 0.352], [-0.050, -0.286, 0.462], [-0.354, 0.008, -1.025]]
}

Entry 2:
{
  "formula": "C23H14ClN3ORe",
  "method": "the ωB97M-V functional and the def2-TZVPD basis",
  "orbital_gap_ev": [5.799, 6.088],
  "homo_ev": [-14.768, -14.843],
  "largest_force_ev_per_a": 1.749,
  "multiplicity": 2,
  "total_charge": 2,
  "species": ["C", "C", "H", "O", "C", "C", "C", "H", "H", "C", "N", "C", "C", "C", "H", "H", "C", "H", "N", "H", "Re", "C", "N", "H", "H", "H", "C", "C", "C", "C", "C", "C", "C", "C", "C", "C", "C", "H", "C", "H", "H", "H", "Cl"],
  "xyz": [[-1.7654, -0.5369, -2.4618], [2.3096, -3.8052, -2.1898], [0.8404, -2.2455, 4.1829], [0.2277, -1.1725, 1.9291], [-2.5594, 1.4754, -3.4629], [0.8634, -0.4898, 5.4303], [0.7085, -1.1729, 4.2360], [-1.5911, 5.3388, -1.1354], [-2.5907, 4.1893, -3.0717], [-1.5522, 4.2609, -1.2095], [-1.2537, 0.1288, -1.4177], [2.0032, -1.4261, -1.9743], [1.1305, -1.6779, -0.9162], [0.3546, 1.5868, 4.3566], [-3.0697, 1.9953, -4.2652], [2.2140, -0.4157, -2.2999], [0.6820, 0.8943, 5.4951], [-2.8273, -0.4810, -4.3112], [3.4240, -5.8089, -3.3877], [3.2644, -2.3367, -3.4428], [-0.1986, -0.6512, 0.1731], [1.4543, -4.0552, -1.1174], [-0.3522, 1.2730, 0.7675], [-1.6181, -1.6088, -2.4733], [1.1217, -1.0290, 6.3322], [1.2818, -5.0693, -0.7848], [2.9301, -4.9173, -2.8587], [-2.1021, 3.6267, -2.2865], [2.5880, -2.4969, -2.6139], [0.2095, 0.9085, 3.1289], [-0.9332, 3.5298, -0.1723], [-2.4319, 0.1052, -3.4942], [-1.3925, 1.5043, -1.3628], [-0.8728, 2.1666, -0.2384], [0.8730, -2.9833, -0.4587], [0.3830, -0.4856, 3.0905], [-2.0277, 2.2175, -2.3870], [-0.3721, 2.7251, 2.2022], [-0.1693, 1.6772, 2.0021], [0.2537, -3.1863, 0.4169], [-0.5048, 4.0765, 0.6576], [0.2099, 2.6592, 4.4041], [0.8575, 1.7129, 6.9890]],
  "forces_ev_per_a": [[0.040, 0.013, 0.079], [-0.008, -0.082, 0.023], [-0.004, 0.017, 0.070], [-0.518, 0.380, -0.422], [-0.004, 0.013, 0.012], [0.019, 0.007, 0.048], [0.092, -0.316, 0.120], [0.006, -0.009, 0.005], [0.013, -0.011, 0.012], [0.010, 0.006, 0.021], [-0.379, 0.067, 0.249], [0.038, 0.013, -0.085], [-0.265, 0.699, 0.759], [-0.039, 0.120, -0.176], [0.008, 0.000, 0.007], [-0.013, 0.000, 0.037], [0.045, -0.153, 0.094], [-0.003, 0.016, 0.006], [-0.035, 0.052, 0.018], [0.000, -0.031, 0.006], [1.004, -1.411, -0.243], [-0.010, -0.032, -0.005], [0.229, 0.188, 0.065], [-0.023, -0.012, 0.052], [-0.012, -0.013, -0.010], [0.004, -0.002, -0.009], [0.006, 0.054, 0.016], [-0.020, 0.040, -0.019], [0.017, 0.005, -0.068], [0.020, 0.045, -0.015], [0.060, 0.116, 0.007], [-0.004, 0.022, -0.095], [0.071, -0.208, -0.005], [-0.022, -0.141, 0.141], [-0.118, 0.147, -0.166], [0.041, 0.124, -0.161], [-0.023, 0.030, -0.122], [-0.019, -0.005, -0.015], [-0.173, 0.268, -0.219], [-0.021, 0.000, 0.008], [-0.019, -0.002, -0.010], [-0.006, -0.024, -0.020], [0.011, 0.009, 0.011]]
}

Entry 3:
{
  "formula": "C16H27Cl2FNO7PSi",
  "method": "the ωB97M-V functional and the def2-TZVPD basis",
  "orbital_gap_ev": 9.580,
  "homo_ev": -9.241,
  "smiles": "CC(=O)OC[Si@](CCCCN(C)C(C)=O)([PH2]=O)/C(Cl)=C(/C)Cl.O=C1OC[C@@H](F)O1",
  "largest_force_ev_per_a": 4.735,
  "species": ["H", "Si", "C", "H", "O", "H", "H", "C", "H", "H", "N", "C", "H", "Cl", "H", "C", "H", "C", "H", "P", "H", "C", "H", "H", "O", "H", "H", "C", "C", "H", "C", "H", "H", "H", "H", "C", "O", "H", "H", "O", "H", "F", "C", "C", "O", "C", "H", "Cl", "H", "C", "O", "C", "O", "C", "H", "H"],
  "xyz": [[6.4045, -1.4534, -0.1044], [-1.9030, 1.2453, 1.4791], [-4.4585, -1.6425, 2.9336], [-5.4669, 1.9687, -1.6831], [4.7587, -2.3922, 0.7085], [1.5157, -0.9230, -0.9314], [2.0781, 1.7556, -3.4181], [1.5804, 0.0033, -1.6253], [3.8332, 1.2783, -3.3738], [-6.4697, -1.4030, 2.0304], [2.5603, -0.2899, -2.7104], [-6.0157, -2.0551, 2.8389], [-2.1814, -1.2293, 1.9144], [-3.5715, 3.5348, -0.2300], [2.6951, 0.6259, -4.7261], [6.0226, -1.7613, 0.8727], [-6.0248, -3.1622, 2.5987], [0.7299, -2.2420, -3.1527], [0.0137, 2.3595, -0.8514], [-1.4810, 2.9266, 2.8488], [-4.0470, 1.8579, -2.8626], [5.6866, -0.5988, 1.7526], [0.5359, 0.2305, -2.0571], [-2.5250, 2.9939, 3.8565], [2.6406, -1.6112, 0.7805], [-5.0707, 0.3707, -2.5729], [-2.1811, -0.2860, 3.5185], [-0.3309, 0.5849, 0.5611], [2.7861, 0.8705, -3.6202], [2.4564, 2.1098, -1.2147], [0.5671, 1.7614, -0.0409], [6.7427, -2.4384, 1.3334], [2.6514, 0.8769, 0.1492], [-0.2178, 2.7033, 3.5194], [5.7074, -0.8231, 2.8228], [-3.6643, 0.8596, -0.8519], [2.7548, -1.8927, -4.4512], [0.4694, -3.0368, -3.9174], [0.7686, -2.6584, -2.0817], [-1.4649, 4.3183, 2.1498], [0.8411, 2.5328, 0.7640], [6.4901, 0.4595, 1.4913], [-2.5854, -0.2952, 2.4498], [2.0748, -1.4524, -3.4880], [-3.7000, -2.4474, 3.4960], [3.8135, -1.4400, 0.9335], [0.2942, 0.0373, 1.3378], [-3.3368, -0.9526, -0.7537], [-0.1428, -1.4914, -3.1360], [1.9602, 1.2385, -0.6858], [4.3677, -0.2716, 1.3614], [-4.6325, 1.2941, -2.0592], [-4.0361, -0.3885, 2.4007], [-3.1066, 1.7869, 0.0570], [-6.4412, -1.8179, 3.8757], [-0.7452, -0.1285, -0.2361]],
  "forces_ev_per_a": [[-0.050, 0.212, 0.136], [-0.225, -1.906, -1.841], [0.322, -1.727, 1.144], [1.154, -0.920, -0.382], [-0.431, 0.531, 0.235], [-0.031, 1.679, -1.398], [0.722, -1.508, -0.123], [-0.279, 0.458, 1.112], [-1.478, -0.529, -0.766], [0.147, -1.001, 1.079], [-2.839, -1.337, -1.191], [1.577, 1.553, -0.199], [-0.295, 1.389, 0.958], [0.523, -1.871, 0.332], [0.328, -0.018, 1.565], [0.690, -0.658, -0.227], [-0.121, 1.512, 0.376], [-0.424, 1.144, 1.033], [0.582, -0.984, 1.146], [-0.094, 4.707, -0.505], [-0.656, -0.659, 1.264], [0.320, 0.682, -0.097], [1.416, -0.306, 0.478], [0.808, -0.700, -0.200], [0.861, 0.063, 0.262], [0.601, 1.265, 0.945], [-0.674, -0.193, -1.275], [0.295, 0.761, 0.334], [1.056, 1.557, 0.011], [-0.597, -1.149, 0.484], [0.739, 0.389, -0.320], [-0.234, -0.089, -0.036], [-0.962, 0.616, -1.212], [-0.811, -0.413, -0.016], [0.060, 0.173, -0.036], [0.018, 2.101, 0.435], [-1.911, 1.758, 2.740], [0.879, 1.031, 0.967], [-0.011, 0.409, -1.679], [0.215, -2.816, 1.053], [-0.526, -1.120, -0.978], [0.003, 0.083, 0.164], [0.710, -0.502, -0.270], [1.762, -1.702, -2.106], [-1.456, 2.655, -1.731], [-1.131, -0.489, -0.432], [-0.690, 0.287, -1.076], [-0.262, 2.152, -0.017], [1.238, -1.051, -0.034], [-0.858, -0.488, 0.479], [0.031, -0.707, 0.224], [0.500, -0.683, 0.106], [-0.298, -2.409, 1.322], [-1.445, -1.682, -1.808], [0.413, -0.477, -1.632], [0.816, 0.927, 1.204]]
}

Entry 4:
{
  "formula": "C2H4N4O",
  "method": "the ωB97M-V functional and the def2-TZVPD basis",
  "orbital_gap_ev": 9.183,
  "homo_ev": -8.482,
  "largest_force_ev_per_a": 0.785,
  "species": ["H", "C", "H", "H", "C", "N", "O", "N", "N", "H", "N"],
  "xyz": [[1.4549, 0.8631, 1.0727], [0.8371, -1.1056, 1.2002], [-1.3288, 1.9968, -1.6431], [1.3285, -1.9698, 2.7409], [-0.7322, 0.2187, -1.0677], [0.8625, 0.1240, 0.6973], [1.3490, -1.0539, 2.4420], [-0.3406, -0.9665, -1.1067], [0.6137, 0.2584, -0.7067], [-2.3186, 0.7126, -2.1375], [-1.7065, 1.0846, -1.4183]],
  "forces_ev_per_a": [[-0.169, -0.074, -0.079], [0.036, 0.489, 0.246], [-0.194, -0.016, 0.080], [0.052, 0.202, 0.167], [0.137, -0.367, -0.312], [-0.080, -0.433, 0.248], [0.085, -0.200, 0.091], [-0.038, 0.634, -0.462], [0.113, -0.400, -0.231], [-0.005, 0.137, 0.229], [0.062, 0.029, 0.024]]
}

Entry 5:
{
  "formula": "C2H2BrO2S",
  "method": "the ωB97M-V functional and the def2-TZVPD basis",
  "orbital_gap_ev": [6.744, 6.743],
  "homo_ev": [-4.197, -4.196],
  "largest_force_ev_per_a": 3.449,
  "total_charge": -1,
  "species": ["O", "O", "C", "C", "H", "Br", "S", "H"],
  "xyz": [[-1.6574, 1.1226, 1.0968], [-1.6566, 0.0353, -0.9380], [0.1719, -0.4332, 0.6133], [-1.0683, 0.3681, 0.3039], [0.4193, -0.5154, 1.7064], [3.6071, 0.6338, -0.5388], [1.1171, -0.9686, -0.5766], [-0.9332, -0.2426, -1.6670]],
  "forces_ev_per_a": [[1.478, -2.060, -2.207], [2.119, 0.602, -0.679], [-0.283, 0.550, 0.432], [-1.541, 0.328, 0.350], [-0.248, 0.079, -1.197], [-0.248, -0.065, -0.148], [0.424, -0.084, 0.519], [-1.701, 0.649, 2.929]]
}

Entry 6:
{
  "formula": "C11H19IO2",
  "method": "the ωB97M-V functional and the def2-TZVPD basis",
  "orbital_gap_ev": [5.683, 5.853],
  "homo_ev": [-5.088, -9.040],
  "largest_force_ev_per_a": 5.443,
  "multiplicity": 3,
  "species": ["H", "C", "H", "H", "C", "I", "C", "H", "C", "H", "C", "H", "H", "H", "H", "C", "H", "H", "H", "H", "O", "H", "O", "H", "H", "C", "H", "C", "C", "C", "H", "H", "C"],
  "xyz": [[1.2040, 2.7464, 3.0692], [-0.7519, 2.2762, 2.8895], [-0.8256, -0.1865, -2.0743], [-2.1562, 0.2696, 0.9239], [0.4648, -0.3465, -0.3097], [0.9456, -3.0420, 1.0543], [-0.2640, -1.7575, -0.2524], [1.9291, 1.3221, 1.2068], [0.0194, 0.3848, -1.5666], [0.9793, 1.0737, 3.4106], [0.7383, 1.9448, 2.7328], [0.2473, -0.2891, 1.8010], [-0.2983, 1.3160, -1.2918], [-2.6444, -2.3794, -1.4464], [-1.4824, 1.9733, 0.5230], [0.0587, 0.4139, 0.9737], [-1.9801, -3.1346, -3.1021], [1.1613, -1.8487, -2.7053], [-1.2781, -1.8028, 0.2020], [-0.9184, 2.5748, 3.8883], [-1.5648, 1.2214, 2.4325], [2.3771, 0.2699, -0.2123], [1.8593, -0.4967, -0.4143], [0.7995, 2.5301, 0.7087], [-1.0430, 3.0929, 2.1962], [0.6623, -2.7211, -2.3944], [0.3676, -3.1562, -3.3537], [-1.3372, 0.9325, 1.0494], [-1.8229, -2.7079, -2.0629], [-0.5626, -2.4147, -1.6532], [0.9434, 0.3662, -2.2850], [1.3678, -3.2298, -1.7145], [0.9603, 1.5922, 1.2455]],
  "forces_ev_per_a": [[2.774, 3.717, 1.277], [0.596, -0.132, -2.093], [1.025, 1.055, 0.530], [-0.456, -0.784, -1.237], [-2.106, -0.313, -0.141], [2.189, -2.276, 2.426], [-2.742, 1.385, -4.493], [3.507, -0.805, -0.587], [1.060, -2.999, -2.410], [-0.159, 0.794, -0.743], [-3.138, -3.808, -0.967], [-0.409, 0.171, -0.166], [-0.658, 2.755, 0.065], [-0.366, -0.178, -0.144], [0.215, -2.074, 0.218], [1.207, -0.457, -1.297], [-0.005, 0.394, 1.569], [0.721, 1.466, -0.066], [0.767, 0.801, 0.465], [-0.896, -0.067, 1.152], [-0.428, -0.075, 1.222], [-0.074, 0.818, 0.203], [0.628, -2.336, 0.349], [-0.179, -0.371, -0.552], [0.567, 0.412, 0.541], [-0.383, -0.691, -0.688], [0.551, -0.890, 0.278], [-0.680, 2.327, 1.377], [1.457, 0.054, -0.917], [-0.435, 0.809, 2.301], [-1.942, 0.472, 1.139], [-0.216, -0.421, -0.845], [-1.995, 1.247, 2.235]]
}